(1)
ORCA calculation (ωB97M-V/def2-TZVPD) on 4 unconnected molecules or ions with the total composition C9H16BrFO6.

Computed properties:
Orbital gap, eV: 7.95
Largest force on an atom, eV/A: 10.0
E_tot, Ha: -3477.585263
SMILES: O=C1OC(=O)C(CCF)=C1Br.CO.CO.CO
2S+1: 1
LUMO energy, Eh: -0.0738
Highest occupied orbital energy, eV: -9.96
Energy above the lowest of the compared OMol25 structures with the same formula, charge and spin, kJ/mol: 495.1
Charge: 0

Last column: natural (NBO) charge in e.
Geometry (Å):
1 O -1.640 -1.872 0.341  -0.55
2 C -0.618 -1.120 -0.077  0.77
3 O 0.809 -1.406 -0.288  -0.52
4 C 1.573 -0.131 -0.086  0.77
5 O 2.848 0.042 0.301  -0.49
6 C 0.422 1.013 -0.403  -0.08
7 C 0.745 2.630 -0.644  -0.49
8 C 0.583 3.321 0.870  0.02
9 F -0.671 4.102 1.007  -0.39
10 C -0.967 0.461 -0.414  -0.16
11 Br -2.737 1.356 -0.701  0.18
12 H -0.064 3.156 -1.319  0.26
13 H 1.828 2.793 -1.095  0.26
14 H 0.517 2.440 1.669  0.22
15 H 1.547 3.931 1.131  0.19
16 C 0.208 1.523 5.008  -0.25
17 O 0.547 2.441 3.985  -0.73
18 H 0.754 0.591 4.844  0.19
19 H 0.487 1.939 5.979  0.17
20 H -0.866 1.323 4.980  0.16
21 H 0.047 3.258 4.157  0.47
22 C 2.788 -1.279 -2.972  -0.24
23 O 2.876 -0.846 -4.317  -0.72
24 H 3.693 -0.975 -2.441  0.19
25 H 1.918 -0.819 -2.496  0.14
26 H 2.700 -2.367 -2.943  0.17
27 H 2.059 -1.130 -4.762  0.46
28 C -3.825 -4.109 -1.813  -0.24
29 O -2.831 -4.523 -0.894  -0.73
30 H -4.231 -4.988 -2.317  0.18
31 H -4.628 -3.596 -1.276  0.16
32 H -3.383 -3.438 -2.553  0.15
33 H -2.489 -3.721 -0.462  0.48

---

(2)
ORCA calculation (ωB97M-V/def2-TZVPD) on a molecular structure, C41H75N9O6S3.

Computed properties:
Orbital gap, eV: 7.65
Largest force on an atom, eV/A: 1.7
E_tot, Ha: -3746.056012
2S+1: 1
LUMO energy, Eh: -0.0071
Highest occupied orbital energy, eV: -7.84
Charge: 0

Last column: Löwdin charge in e.
Geometry (Å):
1 C 7.928 -2.748 0.761  0.09
2 C 7.636 -1.587 0.635  -0.16
3 C 7.189 -0.191 0.660  -0.20
4 C 6.324 0.264 -0.548  -0.18
5 C 5.023 0.966 -0.100  -0.12
6 C 3.752 0.275 -0.548  -0.15
7 C 2.701 0.970 -1.041  0.02
8 C 1.480 0.343 -1.476  -0.22
9 C 0.357 1.219 -1.966  -0.14
10 C -0.370 1.956 -0.820  -0.19
11 C -1.654 1.258 -0.339  -0.17
12 C -1.325 -0.051 0.382  -0.21
13 N -2.322 -0.448 1.412  -0.16
14 C -1.848 -0.063 2.756  -0.24
15 C -1.735 1.452 2.931  -0.19
16 C -1.048 1.769 4.267  -0.25
17 C -1.799 1.276 5.500  -0.10
18 C -2.559 -1.817 1.310  -1.09
19 S -2.233 -2.959 2.433  0.70
20 S -3.330 -2.265 -0.226  0.89
21 C -2.501 -3.826 -0.614  -0.52
22 C -2.700 -4.191 -2.096  -0.31
23 C -2.787 -5.711 -2.285  -0.11
24 C 1.363 -1.003 -1.435  0.01
25 C 2.421 -1.794 -0.926  -0.35
26 N 2.447 -3.120 -0.801  -0.22
27 S 3.889 -3.462 -0.152  1.00
28 N 4.502 -2.004 0.008  -0.22
29 C 3.607 -1.138 -0.469  -0.30
30 H 8.171 -3.751 1.014  0.00
31 H 8.102 0.410 0.665  0.11
32 H 6.693 -0.009 1.612  0.11
33 H 6.928 0.967 -1.115  0.07
34 H 6.133 -0.601 -1.176  0.09
35 H 4.985 1.952 -0.562  0.11
36 H 4.987 1.066 0.984  0.12
37 H 2.746 2.050 -1.121  0.13
38 H 0.809 1.960 -2.629  0.11
39 H -0.339 0.623 -2.559  0.12
40 H 0.314 2.000 0.033  0.11
41 H -0.601 2.982 -1.104  0.11
42 H -2.155 1.951 0.332  0.10
43 H -2.260 1.068 -1.227  0.11
44 H -0.335 0.037 0.842  0.13
45 H -1.227 -0.826 -0.371  0.07
46 H -2.602 -0.407 3.458  0.10
47 H -0.875 -0.508 2.984  0.11
48 H -2.728 1.898 2.914  0.08
49 H -1.085 1.877 2.164  0.10
50 H -0.924 2.853 4.315  0.10
51 H -0.048 1.325 4.268  0.10
52 H -2.733 1.819 5.638  0.07
53 H -1.184 1.451 6.386  0.07
54 H -1.978 0.202 5.478  0.07
55 H -2.822 -4.621 0.053  0.05
56 H -1.439 -3.672 -0.416  0.07
57 H -3.573 -3.685 -2.506  0.08
58 H -1.806 -3.857 -2.623  0.10
59 H -2.341 -6.251 -1.450  0.07
60 H -2.249 -6.027 -3.176  0.05
61 H -3.812 -6.058 -2.410  0.07
62 H 0.462 -1.489 -1.787  0.12
63 C -6.520 2.107 1.971  0.00
64 C -5.454 3.006 2.549  -0.53
65 O -4.646 2.603 3.377  0.01
66 N -5.412 4.286 2.117  0.03
67 C -6.281 4.945 1.157  -0.08
68 H -6.415 1.121 2.416  0.08
69 H -7.509 2.504 2.195  0.06
70 H -6.405 2.020 0.889  0.09
71 H -4.665 4.821 2.538  0.13
72 H -5.677 5.310 0.322  0.08
73 H -6.777 5.792 1.626  0.08
74 H -7.034 4.268 0.784  0.05
75 C -10.670 2.625 2.077  -0.01
76 C -10.144 3.819 1.316  -0.53
77 O -9.125 4.404 1.652  0.02
78 N -10.849 4.228 0.230  0.01
79 C -12.068 3.663 -0.316  -0.08
80 H -10.003 2.426 2.910  0.08
81 H -11.668 2.825 2.467  0.09
82 H -10.706 1.743 1.437  0.09
83 H -10.448 5.029 -0.233  0.14
84 H -11.904 3.336 -1.344  0.08
85 H -12.862 4.411 -0.315  0.08
86 H -12.392 2.811 0.272  0.07
87 C -5.052 -5.254 -6.862  -0.01
88 C -3.792 -4.883 -6.114  -0.55
89 O -3.103 -5.717 -5.554  0.03
90 N -3.448 -3.566 -6.082  0.01
91 C -4.139 -2.442 -6.681  -0.08
92 H -5.184 -6.329 -6.792  0.08
93 H -5.921 -4.762 -6.424  0.08
94 H -4.974 -4.976 -7.913  0.08
95 H -2.601 -3.385 -5.567  0.14
96 H -3.487 -1.934 -7.394  0.08
97 H -4.431 -1.725 -5.911  0.08
98 H -5.031 -2.773 -7.202  0.07
99 C -1.983 6.499 5.331  -0.01
100 C -1.247 6.397 4.015  -0.56
101 O -1.755 5.890 3.030  0.02
102 N 0.019 6.893 3.965  0.00
103 C 0.779 7.521 5.027  -0.08
104 H -2.967 6.059 5.206  0.08
105 H -1.452 5.954 6.113  0.08
106 H -2.095 7.541 5.633  0.08
107 H 0.455 6.793 3.062  0.14
108 H 1.057 8.538 4.742  0.08
109 H 1.693 6.957 5.222  0.08
110 H 0.198 7.565 5.941  0.07
111 C 9.686 -9.025 0.576  -0.01
112 C 9.781 -7.856 1.530  -0.56
113 O 10.755 -7.677 2.238  0.03
114 N 8.724 -6.998 1.570  0.00
115 C 7.490 -7.054 0.806  -0.08
116 H 10.597 -9.608 0.662  0.08
117 H 8.835 -9.660 0.825  0.08
118 H 9.583 -8.678 -0.453  0.08
119 H 8.846 -6.242 2.225  0.13
120 H 7.382 -6.144 0.212  0.07
121 H 6.644 -7.123 1.492  0.08
122 H 7.480 -7.912 0.145  0.07
123 C 10.249 2.605 -3.788  -0.01
124 C 9.119 1.869 -3.106  -0.54
125 O 8.487 2.366 -2.187  0.03
126 N 8.827 0.619 -3.551  0.01
127 C 9.465 -0.127 -4.618  -0.07
128 H 10.354 3.578 -3.319  0.08
129 H 11.186 2.058 -3.681  0.08
130 H 10.035 2.744 -4.848  0.08
131 H 8.066 0.180 -3.056  0.13
132 H 8.736 -0.376 -5.391  0.08
133 H 9.883 -1.057 -4.228  0.08
134 H 10.264 0.452 -5.067  0.07

---

(3)
ORCA calculation (ωB97M-V/def2-TZVPD) on a single C3H6N2 molecule.

Computed properties:
Orbital gap, eV: 9.37
Largest force on an atom, eV/A: 4.5
E_tot, Ha: -227.261221
SMILES: NNC1C=C1
2S+1: 1
LUMO energy, Eh: 0.0431
Highest occupied orbital energy, eV: -8.19
Energy above the lowest of the compared OMol25 structures with the same formula, charge and spin, kJ/mol: 429.6
Charge: 0

Last column: natural (NBO) charge in e.
Geometry (Å):
1 C -1.042 -0.928 -0.302  -0.21
2 C -0.003 -0.497 0.689  -0.10
3 C -1.277 0.193 0.408  -0.22
4 N 1.265 0.075 0.326  -0.49
5 N 1.120 1.152 -0.637  -0.65
6 H 0.818 0.722 -1.597  0.32
7 H -1.294 -1.764 -0.948  0.23
8 H 0.113 -1.049 1.582  0.17
9 H -2.137 0.933 0.705  0.24
10 H 2.027 -0.558 0.066  0.36
11 H 0.410 1.720 -0.291  0.35

---

Q: Look up the charge of the first one.
A: 0

---

Q: Among the records above, which one has the highest E_tot?
A: C3H6N2